Formula: C4H10N2
Source: the Open Molecules 2025 dataset
Level of theory: wB97M-V/def2-TZVPD

XYZ file:
```
16
Properties=species:S:1:pos:R:3:forces:R:3
C -0.1583 2.0264 2.2635 0.31 -1.98 0.11
N -1.2376 2.4953 1.8380 0.11 1.66 0.45
C -1.5526 2.3611 0.4456 -0.41 -1.06 -0.58
H 0.3120 2.2046 3.2291 -0.71 0.51 0.27
H 0.3378 1.1638 1.7808 0.25 0.53 -0.67
H -1.0511 1.5019 -0.0217 0.40 0.21 -0.12
H -2.6057 2.1935 0.2114 -0.17 0.18 0.61
H -1.2982 3.2975 -0.0475 0.23 -0.06 -0.06
C 1.7002 -2.7903 -0.6788 -1.00 0.01 -0.42
N 1.3114 -2.4496 -1.8302 0.82 0.94 -0.12
C 0.0684 -1.7121 -1.8692 -0.42 0.38 -0.74
H 2.7219 -3.1039 -0.5034 -0.09 -0.42 0.02
H 0.9389 -2.7598 0.1111 0.58 0.09 0.59
H -0.6062 -1.9775 -1.0495 -0.20 0.08 -0.11
H 0.2601 -0.6332 -1.8587 0.46 -0.07 0.68
H -0.4154 -1.7180 -2.8498 -0.15 -0.98 0.12
```
Forces are in eV/Å.

Computed properties:
- SMILES string = C=NC.C=NC
- M (u) = 86.138
- energy relative to the best compared isomer or geometry (same formula, charge and spin) (eV) = 2.8017

Löwdin atomic charge list, values in e, 4 entries:
1. C -0.089
2. N -0.090
3. C -0.160
4. H 0.062